Below is CH5FOP2 in the gas phase at a distorted geometry, with properties calculated with ωB97M-V/def2-TZVPD.

Its HOMO energy (spin up / spin down) is -5.7 / -10.3 eV. Its LUMO energy (spin up / spin down) is 0.0247 / -0.1112 Eh. As for the energy above the lowest of the compared OMol25 structures with the same formula, charge and spin: 0.00 kcal/mol. The expectation value of S² is 2.01. The multiplicity is 3. As for the total energy: -898.7965 hartree.

Geometry as XYZ:
```
10
Properties=species:S:1:pos:R:3:forces:R:3
C 0.033977 -0.575922 1.279267 0.52 -0.71 -0.08
O -0.321535 0.109685 -2.384852 -0.16 0.21 -0.04
F 1.774898 1.515029 0.922754 -0.34 -0.80 -0.54
P -0.212936 1.229118 -1.162660 1.25 -0.49 -0.65
P 1.221073 0.050650 0.011526 -0.86 1.24 1.42
H -0.456310 0.255420 1.780419 0.24 0.12 -0.01
H 0.550623 -1.191352 2.012111 -0.06 -0.01 0.15
H -0.711902 -1.185588 0.769377 -0.02 -0.04 0.09
H -1.175266 0.110712 -2.819014 -0.41 0.00 -0.14
H 0.822220 2.000991 -1.725207 -0.15 0.48 -0.20
```
Positions in Å, forces in eV/Å.